--- P ---
20
Properties=species:S:1:pos:R:3 method="wB97M-V/def2-TZVPD" mol_weight_g_mol=106.234 e_homo_ev=-8.402 lumo_ev=0.9 gap_ev=9.350 smiles=CCSC.CC charge=0
C 1.96 -0.39 0.37
C 2.81 0.69 -0.29
S 1.97 2.05 -1.17
C 0.47 1.42 -1.94
H 2.58 -1.04 0.98
H 1.46 -0.94 -0.42
H 1.16 0.10 0.94
H 3.25 1.30 0.49
H 3.55 0.26 -0.96
H -0.37 1.95 -1.50
H 0.51 1.56 -3.02
H 0.18 0.40 -1.70
C -2.73 -0.28 0.82
C -2.11 -1.61 1.26
H -2.16 0.20 0.03
H -3.74 -0.43 0.45
H -2.98 0.42 1.61
H -1.03 -1.47 1.41
H -2.24 -2.30 0.44
H -2.54 -1.91 2.21

--- Q ---
20
Properties=species:S:1:pos:R:3 method="wB97M-V/def2-TZVPD" mol_weight_g_mol=106.234 e_homo_ev=-8.479 lumo_ev=1.0 gap_ev=9.526 smiles=CCSC.CC charge=0
C -0.38 1.09 -0.90
C 0.85 1.14 0.01
S 2.01 -0.14 -0.42
C 3.38 0.79 -1.12
H -0.21 0.66 -1.90
H -0.98 1.97 -1.13
H -1.02 0.26 -0.59
H 1.35 2.11 -0.17
H 0.53 1.07 1.03
H 4.01 1.44 -0.50
H 4.09 0.00 -1.43
H 3.05 1.35 -1.98
C -2.09 -2.03 0.57
C -2.12 -0.95 1.63
H -3.05 -2.03 0.09
H -1.29 -1.97 -0.19
H -1.92 -3.03 0.99
H -1.51 -1.19 2.51
H -3.05 -0.59 2.10
H -1.67 0.03 1.39

Tell me which of them is the most stable. Sure, it is P.

--- P ---
20
Properties=species:S:1:pos:R:3 method="wB97M-V/def2-TZVPD" mol_weight_g_mol=106.234 e_homo_ev=-8.395 lumo_ev=1.0 gap_ev=9.364 smiles=CCSC.CC charge=0
C -0.01 -0.96 -0.56
C 0.58 0.04 -1.52
S -0.43 1.51 -1.88
C -0.75 2.37 -0.33
H -1.09 -1.06 -0.68
H 0.12 -0.66 0.47
H 0.38 -1.96 -0.78
H 1.56 0.39 -1.19
H 0.76 -0.36 -2.52
H -1.00 1.86 0.59
H 0.03 3.12 -0.20
H -1.65 2.95 -0.57
C -0.16 -2.49 2.72
C 1.03 -1.57 2.57
H -0.84 -2.26 1.90
H 0.10 -3.52 2.69
H -0.69 -2.31 3.63
H 1.54 -1.71 1.62
H 0.99 -0.51 2.82
H 1.82 -1.86 3.29

--- Q ---
20
Properties=species:S:1:pos:R:3 method="wB97M-V/def2-TZVPD" mol_weight_g_mol=106.234 e_homo_ev=-8.664 lumo_ev=1.0 gap_ev=9.698 smiles=CCC.CSC charge=0
C -2.22 -0.22 0.96
C -2.39 0.73 -0.18
C -3.04 2.07 0.12
H -2.35 -1.19 0.52
H -1.26 -0.10 1.41
H -3.01 -0.06 1.80
H -1.41 0.86 -0.64
H -3.16 0.26 -0.89
H -3.49 2.54 -0.76
H -2.27 2.68 0.70
H -3.89 2.29 0.93
C 3.41 -1.12 -1.80
S 1.93 -0.77 -0.68
C 2.75 -1.17 0.86
H 4.12 -0.26 -1.94
H 4.06 -1.82 -1.33
H 3.29 -1.21 -2.86
H 2.28 -0.55 1.72
H 3.80 -0.72 1.04
H 2.83 -2.24 1.02

Tell me which of them is the most stable. Sure, it is P.

--- P ---
20
Properties=species:S:1:pos:R:3 method="wB97M-V/def2-TZVPD" mol_weight_g_mol=106.234 e_homo_ev=-8.396 lumo_ev=1.0 gap_ev=9.347 smiles=CCSC.CC charge=0
C 1.00 1.01 0.45
C 1.94 1.00 -0.73
S 2.07 -0.42 -1.89
C 1.55 -1.78 -0.77
H 0.52 1.93 0.81
H 1.48 0.60 1.36
H 0.05 0.46 0.42
H 1.44 1.67 -1.47
H 2.89 1.48 -0.53
H 0.54 -1.67 -0.46
H 1.66 -2.72 -1.30
H 2.33 -1.77 -0.04
C -2.06 -0.39 -0.11
C -2.30 0.42 1.14
H -1.10 -0.87 -0.07
H -2.74 -1.20 -0.32
H -2.01 0.25 -0.96
H -1.64 1.29 1.24
H -2.29 -0.11 2.09
H -3.34 0.81 1.15

--- Q ---
20
Properties=species:S:1:pos:R:3 method="wB97M-V/def2-TZVPD" mol_weight_g_mol=106.234 e_homo_ev=-8.433 lumo_ev=1.0 gap_ev=9.405 smiles=CCC.CSC charge=0
C 1.62 1.85 0.28
C 1.71 0.33 0.49
C 2.78 -0.21 1.44
H 1.44 2.24 1.31
H 0.71 1.99 -0.30
H 2.57 2.34 -0.02
H 1.43 -0.34 -0.28
H 0.78 -0.01 1.11
H 2.38 -1.19 1.80
H 3.88 -0.13 1.16
H 2.73 0.45 2.30
C -3.31 -0.11 -0.33
S -1.72 0.13 -1.26
C -1.50 -1.41 -1.80
H -3.35 -1.03 0.28
H -4.30 -0.13 -0.80
H -3.32 0.73 0.35
H -1.54 -2.04 -0.92
H -2.40 -1.78 -2.35
H -0.59 -1.68 -2.46

--- R ---
20
Properties=species:S:1:pos:R:3 method="wB97M-V/def2-TZVPD" mol_weight_g_mol=106.234 e_homo_ev=-8.426 lumo_ev=1.0 gap_ev=9.455 smiles=CCC.CSC charge=0
C 1.04 0.63 -2.17
C -0.49 0.65 -2.19
C -1.18 -0.70 -2.17
H 1.44 0.52 -3.16
H 1.46 -0.20 -1.59
H 1.40 1.55 -1.71
H -0.86 1.24 -1.34
H -0.82 1.20 -3.07
H -0.88 -1.41 -2.95
H -1.26 -1.10 -1.16
H -2.24 -0.55 -2.38
C 1.39 0.12 3.52
S 0.18 0.88 2.37
C -0.86 -0.51 1.78
H 0.97 -0.80 3.93
H 2.28 -0.15 2.96
H 1.50 0.85 4.31
H -1.07 -0.24 0.75
H -1.71 -0.57 2.42
H -0.29 -1.42 1.86

Tell me which of them is the most stable. Sure, it is R.

--- P ---
8
Properties=species:S:1:pos:R:3 method="wB97M-V/def2-TZVPD" mol_weight_g_mol=132.914 e_homo_ev=-9.815 lumo_ev=0.6 gap_ev=10.415 smiles=OCP(Cl)Cl charge=0
O 0.58 -1.54 0.51
C 0.02 -0.11 0.71
P 0.64 0.97 -0.68
Cl -0.27 -0.02 -2.20
Cl -0.66 2.49 -0.39
H 0.31 -1.82 -0.37
H -1.07 -0.16 0.75
H 0.45 0.20 1.67

--- Q ---
8
Properties=species:S:1:pos:R:3 method="wB97M-V/def2-TZVPD" mol_weight_g_mol=132.914 e_homo_ev=-9.795 lumo_ev=0.5 gap_ev=10.266 smiles=OCP(Cl)Cl charge=0
O 0.00 -1.55 0.52
C 0.12 -0.19 0.72
P 0.17 0.46 -1.05
Cl -1.80 0.48 -1.47
Cl 0.44 2.46 -0.78
H 0.23 -1.82 -0.37
H -0.42 0.14 1.58
H 1.26 0.02 0.85

Tell me which of them is the most stable. Sure, it is P.